This record from the Open Molecules 2025 dataset describes the molecule C2H3Cl2P in a non-equilibrium geometry. The level of theory is the ωB97M-V functional and the def2-TZVPD basis.

XYZ file:
```
8
C2H3Cl2P the ωB97M-V functional and the def2-TZVPD basis
C 0.256 0.230 -0.336
C 1.536 0.103 0.818
P -0.862 -1.084 -0.337
Cl 3.127 0.373 0.215
Cl 1.330 1.252 2.195
H -0.033 1.159 -0.791
H 1.600 -1.006 1.077
H -1.651 -0.572 -1.403
```

Values from the calculation:
energy above the lowest of the compared OMol25 structures with the same formula, charge and spin	0.0	kcal/mol
highest occupied orbital energy (alpha / beta)	-0.26941 / -0.38728	hartree
LUMO level (alpha / beta)	0.93 / -2.93	eV
electronic energy	-1339.56618	hartree
2S+1	3
orbital gap (alpha / beta)	8.26 / 7.61	eV
total charge	0

This record from the Open Molecules 2025 dataset describes the molecule C2H3Cl2PS in a non-equilibrium geometry. The level of theory is the ωB97M-V functional and the def2-TZVPD basis.

XYZ file:
```
9
C2H3Cl2PS the ωB97M-V functional and the def2-TZVPD basis
C -0.923 0.620 1.179
C -0.761 -0.031 -0.049
P 0.873 -0.365 -0.788
S 2.287 0.594 0.282
Cl 0.957 0.135 -2.770
Cl 1.224 -2.380 -0.612
H -1.907 0.822 1.572
H -0.086 0.959 1.785
H -1.664 -0.354 -0.599
```

Values from the calculation:
energy above the lowest of the compared OMol25 structures with the same formula, charge and spin	4.7	kcal/mol
highest occupied orbital energy	-0.32926	hartree
LUMO level	-0.24	eV
electronic energy	-1737.95982	hartree
2S+1	1
structure (SMILES)	C=CP(=S)(Cl)Cl
orbital gap	8.72	eV
total charge	0

This record from the Open Molecules 2025 dataset describes the molecule C2H3Cl2PS in a non-equilibrium geometry. The level of theory is the ωB97M-V functional and the def2-TZVPD basis.

XYZ file:
```
9
C2H3Cl2PS the ωB97M-V functional and the def2-TZVPD basis
C -0.158 0.208 0.491
C 0.829 -0.512 -0.045
P 2.561 0.205 -0.120
S 2.908 2.113 -0.081
Cl 3.164 -0.773 1.553
Cl 3.500 -0.824 -1.551
H -1.123 -0.347 0.615
H -0.021 1.205 0.884
H 0.604 -1.307 -0.574
```

Values from the calculation:
energy above the lowest of the compared OMol25 structures with the same formula, charge and spin	3.9	kcal/mol
highest occupied orbital energy	-0.35106	hartree
LUMO level	0.32	eV
electronic energy	-1737.96122	hartree
2S+1	1
structure (SMILES)	C=CP(=S)(Cl)Cl
orbital gap	9.88	eV
total charge	0

This record from the Open Molecules 2025 dataset describes a cluster of 2 separate species, C2H3Cl2PS in total in a non-equilibrium geometry. The level of theory is the ωB97M-V functional and the def2-TZVPD basis.

XYZ file:
```
9
C2H3Cl2PS the ωB97M-V functional and the def2-TZVPD basis
C 1.395 -0.094 0.390
C 0.393 -0.549 -0.360
P -1.261 0.045 -0.292
S -0.529 3.464 -0.081
Cl -2.193 -1.320 -1.479
Cl -1.846 -0.535 1.442
H 2.407 -0.278 0.438
H 1.089 0.597 1.102
H 0.544 -1.330 -1.161
```

Values from the calculation:
energy above the lowest of the compared OMol25 structures with the same formula, charge and spin	89.6	kcal/mol
highest occupied orbital energy (alpha / beta)	-0.34096 / -0.34022	hartree
LUMO level (alpha / beta)	-2.63 / -2.63	eV
electronic energy	-1737.82467	hartree
2S+1	1
orbital gap (alpha / beta)	6.65 / 6.62	eV
total charge	0

This record from the Open Molecules 2025 dataset describes a cluster of 2 separate species, C2H3Cl2PS in total in a non-equilibrium geometry. The level of theory is the ωB97M-V functional and the def2-TZVPD basis.

XYZ file:
```
9
C2H3Cl2PS the ωB97M-V functional and the def2-TZVPD basis
C -1.095 -0.237 -0.875
C -0.489 -0.168 0.328
P 1.083 0.821 0.541
S 1.191 2.408 -0.623
Cl 1.107 1.310 2.468
Cl 2.008 -2.608 -0.251
H -2.019 -0.701 -0.835
H -0.865 -0.108 -1.892
H -0.920 -0.717 1.139
```

Values from the calculation:
energy above the lowest of the compared OMol25 structures with the same formula, charge and spin	92.1	kcal/mol
highest occupied orbital energy (alpha / beta)	-0.32358 / -0.32356	hartree
LUMO level (alpha / beta)	-4.17 / -4.17	eV
electronic energy	-1737.82062	hartree
2S+1	1
orbital gap (alpha / beta)	4.64 / 4.64	eV
total charge	0

This record from the Open Molecules 2025 dataset describes the molecule C2H3Cl3O. The level of theory is the ωB97M-V functional and the def2-TZVPD basis.

XYZ file:
```
9
C2H3Cl3O the ωB97M-V functional and the def2-TZVPD basis
O -0.696 0.157 1.304
C 0.334 0.215 0.416
Cl 0.807 1.937 0.067
C -0.081 -0.414 -0.908
Cl -1.593 0.293 -1.485
Cl -0.276 -2.162 -0.663
H -0.433 0.505 2.165
H 1.255 -0.264 0.777
H 0.684 -0.267 -1.673
```

Values from the calculation:
energy above the lowest of the compared OMol25 structures with the same formula, charge and spin	0.0	kcal/mol
highest occupied orbital energy	-0.40289	hartree
LUMO level	0.56	eV
electronic energy	-1533.82366	hartree
2S+1	1
structure (SMILES)	O[C@H](Cl)C(Cl)Cl
orbital gap	11.53	eV
total charge	0

Look up the 2S+1 of the first one. 3